Record 1
Density functional theory data (wB97M-V/def2-TZVPD) for C35H34AsClF5N2O3PRuSSbSe4 as an isolated structure at a distorted geometry.

## Properties
- multiplicity = 5
- relative energy (zero: lowest compared OMol25 entry of this formula, charge and spin) (kcal/mol) = 72.6
- net charge = -1
- HOMO (spin up / spin down) (eV) = -4.6 / -4.8
- <S²> = 6.0314

```
89
Properties=species:S:1:pos:R:3:mulliken_charge:R:1
Ru 0.021 0.556 0.401 0.542
Cl 2.842 0.228 0.789 -0.129
C 2.787 -0.971 2.057 0.433
C 3.896 -1.779 2.240 -0.491
C 3.906 -2.689 3.280 -0.646
C 2.848 -2.747 4.174 -0.669
C 1.734 -1.956 3.980 -0.536
C 1.673 -1.084 2.891 -0.047
P 0.088 -0.265 2.507 1.313
C -1.172 -1.581 2.561 1.332
C -2.392 -1.115 2.043 -0.722
C -3.318 -2.003 1.531 -0.924
C -3.012 -3.356 1.457 -0.473
C -1.814 -3.827 1.970 -0.702
C -0.898 -2.949 2.538 -1.013
C -0.106 0.796 3.961 0.743
C 0.986 1.572 4.342 -0.719
C 0.849 2.519 5.335 -0.758
C -0.376 2.702 5.956 -0.389
C -1.458 1.917 5.597 -0.708
C -1.330 0.970 4.596 -0.201
H 4.728 -1.692 1.560 0.479
H 4.757 -3.340 3.389 0.405
H 2.877 -3.429 5.008 0.408
H 0.891 -1.996 4.660 0.504
H -2.580 -0.039 1.983 -0.202
H -4.239 -1.622 1.115 0.439
H -3.671 -4.035 0.932 0.388
H -1.551 -4.878 1.863 0.452
H 0.065 -3.328 2.864 0.449
H 1.943 1.438 3.851 0.283
H 1.695 3.128 5.618 0.446
H -0.484 3.463 6.714 0.380
H -2.413 2.044 6.086 0.476
H -2.178 0.360 4.313 0.313
C -0.986 -2.471 -4.413 -1.074
As -0.440 -0.800 -3.465 0.215
C 1.362 -0.657 -4.233 -0.962
C -1.396 0.440 -4.632 -1.410
S 0.337 1.521 -1.565 -0.520
H -1.112 -2.224 -5.468 0.434
H -1.934 -2.855 -4.021 0.260
H -0.229 -3.259 -4.312 0.258
H 1.288 -0.685 -5.322 0.405
H 1.999 -1.484 -3.903 0.179
H 1.824 0.286 -3.932 0.339
H -1.255 0.120 -5.661 0.577
H -1.030 1.463 -4.537 0.295
H -2.466 0.429 -4.415 0.320
F 0.111 4.270 -2.586 -0.471
C -1.074 3.650 -2.436 0.133
C -1.113 2.347 -1.940 1.464
C -2.359 1.728 -1.782 -0.295
F -2.373 0.480 -1.271 -0.655
C -3.532 2.379 -2.116 0.140
F -4.719 1.782 -2.019 -0.420
C -3.470 3.686 -2.600 0.517
F -4.603 4.337 -2.911 -0.415
C -2.240 4.314 -2.769 0.334
F -2.178 5.568 -3.242 -0.399
Se 2.072 -4.172 -2.758 -0.623
Sb 0.410 -3.632 -1.052 1.170
Se 0.260 -1.363 -0.264 0.368
Se 1.276 -5.135 0.719 -0.392
Se -1.622 -4.857 -1.599 -0.640
C -4.243 3.342 3.712 -1.182
C -4.030 4.311 2.556 -1.098
C -2.656 4.151 1.893 2.469
C -2.532 5.083 0.657 -0.702
C -2.728 6.559 0.970 -1.595
C -1.526 4.497 2.828 -0.538
O -1.596 5.266 3.757 -0.664
N -0.333 3.918 2.480 0.468
C -0.209 2.804 1.663 -0.729
O 0.925 2.362 1.473 -0.568
N -1.283 2.229 1.161 1.562
C -2.524 2.751 1.300 -0.773
O -3.493 2.156 0.875 -0.862
H -5.230 3.493 4.144 0.501
H -3.496 3.511 4.485 0.213
H -4.174 2.310 3.374 0.212
H -4.122 5.330 2.931 0.524
H -4.792 4.141 1.792 0.387
H -3.285 4.760 -0.070 0.024
H -1.545 4.941 0.198 0.191
H -3.753 6.753 1.275 0.324
H -2.522 7.153 0.082 0.488
H -2.056 6.879 1.764 0.304
H 0.498 4.176 3.000 0.458
```

***

Record 2
Density functional theory data (wB97M-V/def2-TZVPD) for C35H34ClNOPdSi2 as an isolated structure at a distorted geometry.

## Properties
- multiplicity = 5
- relative energy (zero: lowest compared OMol25 entry of this formula, charge and spin) (kcal/mol) = 34.7
- net charge = +2
- HOMO (spin up / spin down) (eV) = -9.9 / -12.8
- <S²> = 6.0208

```
75
Properties=species:S:1:pos:R:3:mulliken_charge:R:1
C -0.677 1.435 0.648 -0.621
C 0.706 1.373 0.955 -0.066
C 1.440 1.363 -0.287 -0.953
H 1.140 1.442 1.950 0.556
C 0.466 1.314 -1.361 -0.660
C -0.836 1.341 -0.756 -0.199
H -1.776 1.432 -1.290 0.667
H -1.478 1.627 1.361 0.500
H 2.508 1.469 -0.432 0.829
H 0.708 1.356 -2.418 0.609
Pd 0.761 -0.702 -0.489 0.277
Si 3.141 -2.021 -1.086 -0.151
C 3.907 -1.883 0.589 0.974
C 4.432 -3.057 1.159 -0.683
H 4.264 -4.020 0.675 0.421
C 5.247 -2.996 2.289 -0.528
H 5.799 -3.892 2.593 0.439
C 5.411 -1.780 2.963 -0.601
H 6.091 -1.723 3.818 0.417
C 4.731 -0.641 2.513 -0.776
H 4.822 0.297 3.064 0.449
C 3.962 -0.691 1.343 0.045
H 3.404 0.200 1.019 0.102
C 3.540 -0.721 -2.333 1.903
C 4.699 0.054 -2.170 -0.229
H 5.322 -0.066 -1.272 0.214
C 5.048 0.981 -3.161 -0.696
H 6.013 1.485 -3.081 0.454
C 4.206 1.209 -4.257 -0.662
H 4.513 1.894 -5.055 0.424
C 3.000 0.501 -4.372 -0.739
H 2.335 0.660 -5.228 0.497
C 2.660 -0.443 -3.400 -0.920
H 1.684 -0.941 -3.450 0.379
H 1.646 -2.205 -0.859 0.004
Si 5.467 -3.947 -2.399 0.559
C 6.251 -3.171 -3.884 0.735
C 7.652 -2.966 -3.981 -0.322
H 8.318 -3.361 -3.210 0.360
C 8.211 -2.254 -5.056 -0.615
H 9.294 -2.063 -5.089 0.398
C 7.392 -1.795 -6.096 -0.513
H 7.820 -1.221 -6.924 0.411
C 6.023 -2.105 -6.075 -0.560
H 5.385 -1.796 -6.909 0.402
C 5.464 -2.809 -5.002 -0.477
H 4.404 -3.077 -5.016 0.277
C 6.804 -4.030 -1.105 0.260
C 7.253 -2.862 -0.471 0.075
H 6.736 -1.924 -0.672 0.222
C 8.310 -2.891 0.448 -0.590
H 8.594 -1.968 0.965 0.429
C 9.001 -4.084 0.693 -0.566
H 9.860 -4.089 1.373 0.400
C 8.597 -5.256 0.033 -0.608
H 9.151 -6.185 0.205 0.417
C 7.499 -5.235 -0.840 -0.487
H 7.167 -6.148 -1.341 0.351
H 5.195 -5.369 -2.678 -0.319
Cl 3.156 -3.873 -2.128 -0.414
O -0.974 -1.312 -1.881 -0.250
C -2.268 -1.402 -1.241 -0.844
C -2.114 -1.516 0.245 0.759
C -3.236 -1.766 1.047 -0.847
C -3.081 -1.808 2.432 -0.388
C -1.806 -1.601 2.966 -0.840
C -0.727 -1.390 2.109 -0.335
N -0.885 -1.396 0.773 0.079
H -0.904 -1.933 -2.630 0.298
H -2.792 -2.297 -1.606 0.613
H -2.842 -0.498 -1.497 0.305
H -4.188 -1.917 0.534 0.484
H -3.936 -1.977 3.078 0.458
H -1.625 -1.604 4.033 0.469
H 0.285 -1.205 2.486 0.537
```

***

Record 3
Density functional theory data (wB97M-V/def2-TZVPD) for a 6-piece molecular cluster, C35H34F3N2O24P2 overall at a distorted geometry.

## Properties
- net charge = +1
- HOMO (eV) = -11.2

```
100
Properties=species:S:1:pos:R:3:mulliken_charge:R:1
C 6.700 -1.636 2.823 -0.970
C 5.458 -0.583 3.220 -0.188
O 4.667 -0.437 2.002 -0.381
N 3.413 0.019 2.227 0.919
C 2.556 -1.240 2.426 -0.760
C 1.021 -0.952 2.901 0.047
O 0.169 -0.252 1.930 -0.552
C 0.288 -2.436 3.148 0.590
F 0.585 -2.805 4.564 -0.423
F -1.210 -2.300 3.011 -0.163
F 0.803 -3.499 2.256 -0.264
P 3.019 0.885 0.661 0.231
N 2.175 -0.043 -0.358 -0.326
P 3.263 1.218 3.533 0.015
O 1.751 2.142 3.402 -0.377
O 3.076 0.440 5.118 -0.474
H 6.480 -2.218 1.815 0.286
H 6.833 -2.405 3.714 0.298
H 7.709 -1.050 2.721 0.306
H 6.026 0.405 3.567 0.305
H 4.901 -1.124 4.117 0.295
H 2.621 -1.899 1.432 0.293
H 3.032 -1.943 3.267 0.362
H 0.908 -0.393 3.931 0.379
H -0.058 -0.858 1.166 0.360
H 2.339 2.132 0.879 -0.103
H 4.281 1.202 0.007 0.209
H 1.272 0.484 -0.549 0.133
H 1.895 2.964 2.846 0.439
H 3.984 0.631 5.549 0.395
C -2.727 -6.669 5.516 -0.985
C -2.554 -7.878 6.054 0.348
C -1.224 -8.317 6.559 0.954
O -1.099 -9.426 7.065 -0.596
C -0.093 -7.385 6.421 -0.755
C -0.266 -6.178 5.879 0.358
C -1.602 -5.729 5.400 0.927
O -1.733 -4.607 4.924 -0.521
O 0.793 -5.299 5.744 -0.551
O -3.607 -8.768 6.163 -0.558
H -3.690 -6.337 5.147 0.425
H 0.872 -7.724 6.775 0.435
H 0.413 -4.495 5.327 0.322
H -3.228 -9.569 6.586 0.350
C 0.840 5.002 -0.544 -0.992
C 0.614 5.986 -1.416 0.279
C 0.382 7.385 -0.961 0.846
O 0.197 8.272 -1.788 -0.535
C 0.380 7.648 0.486 -0.864
C 0.602 6.663 1.359 0.234
C 0.862 5.270 0.903 1.014
O 1.081 4.390 1.728 -0.564
O 0.599 6.903 2.721 -0.577
O 0.590 5.742 -2.777 -0.505
H 1.012 3.981 -0.860 0.548
H 0.193 8.666 0.804 0.438
H 0.785 6.034 3.139 0.318
H 0.410 6.612 -3.195 0.266
C 1.733 -4.147 -3.614 -0.811
C 1.800 -2.975 -2.980 0.387
C 1.269 -1.729 -3.598 0.979
O 1.328 -0.670 -2.983 -0.562
C 0.689 -1.823 -4.947 -0.991
C 0.625 -2.994 -5.583 0.316
C 1.131 -4.244 -4.953 0.883
O 1.041 -5.309 -5.554 -0.595
O 0.084 -3.089 -6.852 -0.565
O 2.367 -2.876 -1.722 -0.508
H 2.113 -5.061 -3.175 0.442
H 0.323 -0.906 -5.392 0.433
H 0.150 -4.038 -7.094 0.355
H 2.295 -1.928 -1.478 0.267
C -1.398 5.536 -7.692 -0.789
C -0.683 6.204 -6.784 0.367
C -1.329 7.156 -5.839 0.944
O -0.649 7.741 -5.003 -0.637
C -2.781 7.362 -5.953 -0.956
C -3.495 6.696 -6.863 0.392
C -2.853 5.724 -7.789 0.863
O -3.539 5.113 -8.603 -0.596
O -4.860 6.887 -6.977 -0.558
O 0.686 6.034 -6.689 -0.581
H -0.942 4.839 -8.384 0.429
H -3.235 8.070 -5.271 0.429
H -5.147 6.292 -7.704 0.352
H 0.971 6.624 -5.957 0.343
C -5.649 -0.989 0.543 -0.757
C -4.480 -1.418 1.023 0.264
C -3.487 -2.099 0.147 0.918
O -2.414 -2.465 0.613 -0.513
C -3.845 -2.313 -1.264 -0.997
C -5.015 -1.887 -1.743 0.348
C -5.996 -1.181 -0.874 0.884
O -7.056 -0.785 -1.347 -0.595
O -5.359 -2.087 -3.067 -0.560
O -4.148 -1.243 2.354 -0.580
H -6.379 -0.490 1.168 0.448
H -3.121 -2.826 -1.885 0.487
H -6.251 -1.689 -3.169 0.352
H -3.254 -1.636 2.454 0.331
```

***

Record 4
Density functional theory data (wB97M-V/def2-TZVPD) for C35H34F5N2O3RbS2Si as an isolated structure at a distorted geometry.

## Properties
- relative energy (zero: lowest compared OMol25 entry of this formula, charge and spin) (kcal/mol) = 46.0
- net charge = -2
- HOMO (eV) = -0.4

```
83
Properties=species:S:1:pos:R:3:mulliken_charge:R:1
Rb 0.636 0.101 -2.940 0.877
C -0.267 -1.079 0.017 0.697
Si -0.336 -1.707 1.644 0.260
C 0.770 -1.289 3.317 -1.314
N 1.359 0.064 3.160 0.133
C 2.292 0.266 2.040 -0.328
C 2.562 1.772 1.678 -0.621
C 1.326 2.618 1.613 -0.066
C 0.104 2.109 2.438 0.187
C 0.547 1.179 3.607 -1.236
C -2.022 -1.403 2.512 0.331
C -2.452 -2.013 3.707 -0.123
C -3.795 -1.890 4.139 -0.548
C -4.717 -1.123 3.474 -0.596
C -4.199 -0.316 2.405 -0.537
C -2.900 -0.555 1.868 -0.078
C -0.315 -3.666 1.436 -0.111
C 0.854 -4.413 1.503 -0.064
C 0.774 -5.777 1.518 -0.784
C -0.471 -6.407 1.259 -0.389
C -1.666 -5.650 1.115 -0.659
C -1.547 -4.266 1.212 -0.141
H -0.420 -0.023 -0.287 -0.914
H -0.182 -1.747 -0.883 -0.138
H 1.488 -2.119 3.312 0.357
H 0.138 -1.287 4.196 0.586
H 2.018 -0.339 1.157 0.074
H 3.357 -0.221 2.310 0.097
H 2.929 1.877 0.630 0.231
H 3.242 2.224 2.461 0.380
H 1.047 2.777 0.591 -0.258
H 1.580 3.631 2.029 0.289
H -0.550 1.526 1.775 -0.392
H -0.424 2.959 2.905 0.525
H -0.258 0.768 4.192 0.564
H 1.234 1.756 4.247 0.403
H -1.678 -2.563 4.278 0.218
H -4.037 -2.449 5.043 0.295
H -5.809 -1.233 3.624 0.300
H -4.746 0.509 1.935 0.374
H -2.600 0.011 1.005 0.360
H 1.821 -3.868 1.592 0.367
H 1.582 -6.400 1.789 0.442
H -0.519 -7.507 1.335 0.292
H -2.706 -6.000 0.986 0.336
H -2.468 -3.743 1.210 0.314
S 0.326 -4.467 -2.118 -0.224
C 1.818 -4.099 -2.732 0.109
N 3.027 -4.607 -2.369 -0.260
C 4.127 -3.632 -2.401 -0.643
C 3.770 -2.566 -3.519 -0.449
S 2.010 -2.645 -3.813 -0.125
H 3.005 -5.448 -1.755 0.275
H 5.076 -4.120 -2.608 0.361
H 4.125 -3.132 -1.431 0.257
H 4.312 -2.925 -4.376 0.290
H 3.995 -1.531 -3.491 0.390
F 2.281 2.063 -5.901 -0.316
C 2.460 2.988 -4.893 0.688
C 2.082 2.680 -3.626 -0.827
C 2.578 3.527 -2.658 0.333
F 2.178 3.393 -1.372 -0.035
C 3.379 4.663 -2.883 -0.359
F 3.875 5.428 -1.845 -0.333
C 3.595 4.976 -4.208 0.668
F 4.349 6.110 -4.528 -0.347
C 3.165 4.124 -5.236 -0.161
F 3.723 4.183 -6.468 -0.311
O -4.361 1.262 -1.573 -0.472
C -3.969 2.564 -1.428 0.667
C -4.834 3.533 -0.836 -0.598
C -4.373 4.839 -0.574 -0.529
C -3.097 5.192 -0.972 -0.508
C -2.179 4.219 -1.498 -0.458
C -2.638 2.866 -1.656 0.378
C -1.653 1.770 -2.034 0.608
O -1.824 1.089 -3.115 -0.948
O -0.665 1.697 -1.277 -0.668
H -5.315 1.302 -1.590 0.288
H -5.892 3.329 -0.642 0.242
H -5.056 5.562 -0.045 0.283
H -2.833 6.249 -0.853 0.325
H -1.146 4.469 -1.828 0.418
```

***

Record 5
Density functional theory data (wB97M-V/def2-TZVPD) for C35H34IN4O3PS2V as an isolated structure.

## Properties
- multiplicity = 4
- relative energy (zero: lowest compared OMol25 entry of this formula, charge and spin) (kcal/mol) = 0.0
- HOMO (spin up / spin down) (eV) = -6.9 / -7.3
- <S²> = 3.7612

```
81
Properties=species:S:1:pos:R:3:mulliken_charge:R:1
V 0.240 -1.213 1.664 -0.193
I 2.903 -1.937 2.489 0.009
C 3.635 -0.091 1.791 0.230
C 4.987 0.087 1.818 -0.769
C 5.522 1.318 1.380 -0.537
C 4.686 2.301 0.945 -0.977
C 3.281 2.115 0.915 1.650
C 2.428 3.146 0.453 -1.046
C 1.080 2.944 0.415 -1.519
C 0.533 1.707 0.824 1.002
C 1.286 0.651 1.301 -0.398
C 2.701 0.884 1.346 0.907
H 5.644 -0.695 2.172 0.389
H 6.594 1.469 1.399 0.395
H 5.085 3.252 0.610 0.369
H 2.867 4.086 0.138 0.328
H 0.418 3.730 0.067 0.495
H -0.543 1.594 0.748 0.131
C -1.891 -0.314 5.735 -0.473
O -1.971 -1.630 5.151 -0.429
C -1.200 -1.824 4.103 0.632
O -0.316 -1.057 3.743 -0.551
N -1.461 -3.025 3.498 -0.171
N -0.950 -3.154 2.187 -0.301
H -2.604 -0.323 6.552 0.261
H -2.169 0.429 4.990 0.132
H -0.883 -0.125 6.098 0.287
H -2.401 -3.366 3.646 0.301
H -1.711 -3.020 1.518 0.256
H -0.539 -4.073 2.085 0.271
C 3.828 -3.068 -3.498 -1.146
N 2.556 -3.322 -2.830 -0.169
N 2.010 -2.240 -2.143 0.649
C 1.407 -2.674 -0.989 0.377
O 0.753 -1.930 -0.251 -0.499
C 1.692 -4.081 -0.909 -0.976
C 2.403 -4.416 -2.014 0.747
C 3.010 -5.724 -2.383 -1.612
C 1.774 -1.005 -2.810 -0.486
C 1.957 0.178 -2.110 0.010
C 1.739 1.383 -2.761 -0.324
C 1.368 1.402 -4.098 -0.745
C 1.184 0.209 -4.786 -0.694
C 1.372 -1.002 -4.140 -0.011
H 3.717 -2.224 -4.172 0.413
H 4.087 -3.946 -4.083 0.423
H 4.619 -2.854 -2.775 0.317
H 1.367 -4.737 -0.122 0.391
H 2.650 -6.497 -1.710 0.385
H 4.098 -5.686 -2.304 0.328
H 2.753 -6.002 -3.405 0.371
H 2.250 0.156 -1.070 0.382
H 1.868 2.306 -2.212 0.376
H 1.213 2.346 -4.604 0.446
H 0.879 0.220 -5.824 0.403
H 1.209 -1.940 -4.655 0.538
S -5.676 -0.147 1.760 -0.516
P -3.967 0.487 1.047 0.865
S -2.364 -0.688 1.424 -0.346
C -4.033 0.761 -0.756 0.223
C -5.262 0.837 -1.401 -0.401
C -5.319 1.088 -2.766 -0.573
C -4.149 1.260 -3.490 -0.500
C -2.920 1.177 -2.849 -0.598
C -2.860 0.927 -1.487 -0.223
C -3.562 2.157 1.676 0.548
C -2.466 2.398 2.493 0.043
C -2.209 3.681 2.961 -0.781
C -3.048 4.728 2.614 -0.571
C -4.150 4.491 1.800 -0.629
C -4.408 3.212 1.337 -0.817
H -6.166 0.684 -0.825 0.328
H -6.280 1.144 -3.263 0.374
H -4.193 1.452 -4.555 0.380
H -2.003 1.298 -3.412 0.514
H -1.900 0.838 -0.992 0.167
H -1.806 1.579 2.751 0.289
H -1.346 3.859 3.590 0.464
H -2.846 5.729 2.975 0.383
H -4.810 5.306 1.529 0.390
H -5.273 3.026 0.711 0.409
```